55
Properties=species:S:1:pos:R:3 method="wB97M-V/def2-TZVPD" charge=-1 homo_energy_ev=-4.39 orbital_gap_ha=0.2369 smiles="C/C(O[C@@H]1C(=[N+]([O-])[O-])c2ccc([N+](=O)[O-])cc2N1S(=O)(=O)c1ccc(C)cc1)=C1/CCCOC1=O"
C 1.12 1.16 -3.03
C 0.12 0.26 -2.43
C -1.18 0.11 -2.78
C -1.91 -1.18 -2.72
C -3.24 -1.03 -3.45
C -4.01 0.11 -2.84
O -3.29 1.40 -2.92
C -1.94 1.45 -2.71
O -1.38 2.50 -2.51
O 0.27 -0.61 -1.37
H 0.71 2.19 -2.95
H 2.14 1.17 -2.61
H 1.20 1.03 -4.14
H -1.29 -1.91 -3.23
H -2.08 -1.55 -1.70
H -3.03 -0.86 -4.52
H -3.82 -1.96 -3.35
H -4.92 0.32 -3.38
H -4.24 -0.07 -1.78
C -0.63 4.59 2.70
C 0.28 3.53 2.16
C 1.34 3.07 2.94
C 2.22 2.09 2.46
C 2.02 1.58 1.18
S 3.07 0.31 0.53
O 3.53 0.62 -0.80
O 3.96 -0.21 1.55
N 1.84 -0.84 0.22
C 1.31 -1.64 1.24
C 1.25 -1.44 2.60
C 0.47 -2.31 3.36
N 0.19 -2.01 4.73
O -0.53 -2.81 5.37
O 0.65 -0.96 5.24
C -0.16 -3.43 2.76
C 0.04 -3.73 1.41
C 0.76 -2.80 0.63
C 1.01 -2.71 -0.77
N 0.42 -3.53 -1.70
O -0.35 -4.45 -1.34
O 0.69 -3.31 -2.94
C 1.50 -1.34 -1.12
C 0.96 2.02 0.39
C 0.09 2.98 0.88
H -1.38 4.88 1.96
H -1.15 4.24 3.59
H -0.06 5.48 2.98
H 1.48 3.49 3.94
H 3.03 1.71 3.08
H 1.75 -0.61 3.09
H -0.82 -4.04 3.38
H -0.35 -4.62 0.94
H 2.31 -1.25 -1.89
H 0.79 1.61 -0.60
H -0.74 3.31 0.26

***

41
Properties=species:S:1:pos:R:3 method="wB97M-V/def2-TZVPD" homo_energy_ev=-8.95 orbital_gap_ha=0.2597 de_lowest_kcal_mol=425.5
N -2.91 -0.07 -2.93
C -1.63 0.14 -2.38
N -0.90 -0.87 -2.14
O -1.37 -2.20 -2.34
C -0.45 -3.26 -1.85
O -1.10 -4.45 -2.08
C 0.53 -3.08 -1.02
C 0.47 -2.54 0.13
H -0.23 -1.71 0.09
H -0.10 -3.24 0.82
C 1.57 -2.18 0.73
C 1.42 -1.52 2.08
C 1.62 -2.01 3.49
C 1.05 -1.44 4.51
C 0.84 -0.13 4.54
C 0.53 0.52 3.47
C 0.96 0.02 2.34
H 0.82 0.46 1.34
H 0.32 1.68 3.22
H 0.35 0.34 5.52
H 1.29 -2.03 5.49
H 1.59 -3.23 3.40
H 2.09 -1.41 0.15
H 2.12 -3.01 1.09
H 1.32 -2.33 -2.04
H 1.20 -3.88 -1.23
C -1.04 1.37 -1.81
C 0.21 1.48 -1.87
C 0.66 2.64 -1.22
C -0.18 3.83 -1.14
C -1.49 3.62 -1.56
C -1.85 2.38 -1.85
H -3.08 2.31 -2.02
H -2.06 4.50 -1.22
N 0.41 5.06 -0.73
O -0.52 5.98 -0.89
O 1.73 5.18 -0.67
H 1.54 2.86 -1.02
H 0.86 0.60 -1.84
H -3.38 0.53 -3.46
H -3.22 -0.94 -3.14

***

20
Properties=species:S:1:pos:R:3 method="wB97M-V/def2-TZVPD" homo_energy_ev=-8.98 orbital_gap_ha=0.3506 smiles="O=C(O)NCCS.O.O" de_lowest_kcal_mol=25.7
C 0.36 0.81 0.24
C -0.46 2.09 -0.21
S -2.20 1.75 -0.51
N 0.56 -0.42 -0.54
C 1.51 -0.41 -1.39
O 1.65 -1.61 -1.95
O 2.45 0.39 -1.50
H -0.01 0.43 1.32
H 1.30 1.30 0.33
H -0.59 2.82 0.63
H 0.02 2.41 -1.19
H -2.36 2.14 -1.76
H -0.05 -1.21 -0.52
H 2.23 -1.63 -2.66
H -2.82 -1.33 0.62
H -1.82 -1.55 1.72
O -1.91 -1.16 0.87
H 0.49 -1.02 1.75
H 1.24 -1.95 2.60
O 0.40 -1.86 2.15

***

18
Properties=species:S:1:pos:R:3 method="wB97M-V/def2-TZVPD" homo_energy_ev=-8.96 orbital_gap_ha=0.3648 smiles=NCCCN.O de_lowest_kcal_mol=31.7
C -0.68 0.90 0.98
C -0.22 0.46 -0.56
C 1.26 0.01 -0.66
N 1.44 -0.66 -1.97
N -2.12 1.16 0.81
H -0.47 0.13 1.70
H -0.15 1.71 1.26
H -0.88 -0.33 -0.80
H -0.29 1.31 -1.26
H 1.54 -0.72 0.21
H 1.94 0.97 -0.56
H 1.33 -0.03 -2.67
H 2.43 -1.01 -2.10
H -2.37 2.11 0.54
H -2.67 0.95 1.54
H 0.52 -1.77 1.30
H -0.41 -2.81 0.68
O -0.22 -2.38 1.56

***

50
Properties=species:S:1:pos:R:3 method="wB97M-V/def2-TZVPD" homo_energy_ev=-9.01 orbital_gap_ha=0.3576 smiles="C#CCNC(=O)C1=C[C@H](c2ccccc2)[C@@H](CCCO)[C@H](OCC)O1" de_lowest_kcal_mol=97.3
C -6.35 0.13 -1.06
C -5.75 1.00 -0.51
C -4.96 2.01 0.19
N -3.64 1.52 0.50
C -2.52 2.12 0.04
O -2.52 3.16 -0.60
C -1.26 1.42 0.42
C -0.06 1.95 0.23
C 1.14 1.19 0.70
C 2.42 1.75 0.14
C 2.56 1.91 -1.24
C 3.73 2.41 -1.77
C 4.78 2.76 -0.93
C 4.65 2.61 0.43
C 3.47 2.11 0.97
H 3.37 2.00 2.04
H 5.46 2.88 1.09
H 5.70 3.15 -1.35
H 3.83 2.53 -2.84
H 1.74 1.65 -1.89
H 1.17 1.26 1.80
C 0.97 -0.30 0.33
C 2.05 -1.14 1.02
C 2.62 -2.28 0.18
C 1.61 -3.40 -0.11
O 2.18 -4.45 -0.85
H 2.96 -4.78 -0.38
H 1.20 -3.78 0.84
H 0.80 -3.02 -0.73
H 3.47 -2.71 0.71
H 2.98 -1.88 -0.77
H 2.89 -0.48 1.27
H 1.66 -1.54 1.96
C -0.46 -0.80 0.61
O -0.92 -1.41 -0.57
C -1.89 -2.43 -0.44
C -3.28 -1.95 -0.03
H -3.62 -1.16 -0.70
H -3.27 -1.57 0.99
H -3.98 -2.78 -0.09
H -1.54 -3.18 0.28
H -1.93 -2.88 -1.43
O -1.38 0.19 1.04
H -0.47 -1.53 1.43
H 1.10 -0.38 -0.76
H 0.05 2.91 -0.25
H -3.54 0.65 1.00
H -5.49 2.30 1.11
H -4.83 2.89 -0.45
H -6.90 -0.61 -1.56

***

15
Properties=species:S:1:pos:R:3 method="wB97M-V/def2-TZVPD" homo_energy_ev=-10.95 orbital_gap_ha=0.4271 smiles="O=S(=O)(CCl)OCCF" de_lowest_kcal_mol=26.7
C -0.93 -0.62 1.72
C -1.25 -0.88 0.34
C 1.65 1.16 -0.65
H -1.54 -1.48 2.18
H -1.06 0.35 2.16
H -2.34 -0.97 0.29
H -0.73 -1.69 -0.03
H 2.09 0.94 0.40
H 2.47 1.13 -1.49
O -0.97 0.19 -0.52
O 0.06 0.96 -2.59
O 0.80 -1.29 -1.66
F 0.48 -0.75 1.90
S 0.32 0.10 -1.49
Cl 0.96 2.85 -0.57

***

76
Properties=species:S:1:pos:R:3 method="wB97M-V/def2-TZVPD" charge=+1 homo_energy_ev=-11.73 orbital_gap_ha=0.2490
C 2.81 -2.63 -0.10
C 1.40 -2.23 0.34
P 0.54 -1.11 -0.87
C 0.56 0.50 0.03
C 1.95 1.15 -0.11
C -1.23 -1.65 -0.57
C -1.70 -1.48 0.86
N -3.07 -2.10 0.96
I -3.76 -2.34 2.92
C -4.02 -1.30 0.11
C -3.53 -1.27 -1.33
N -2.12 -0.87 -1.43
H 3.51 -1.79 -0.02
H 2.82 -2.98 -1.13
H 3.20 -3.42 0.55
H 0.78 -3.13 0.42
H 1.43 -1.77 1.33
H -0.22 1.14 -0.40
H 0.32 0.37 1.09
H 2.72 0.40 -0.31
H 2.23 1.67 0.80
H 1.98 1.86 -0.94
H -1.25 -2.73 -0.82
H -1.84 -0.43 1.09
H -1.04 -1.93 1.60
H -3.01 -3.04 0.56
H -5.01 -1.74 0.18
H -4.05 -0.30 0.56
H -4.15 -0.52 -1.83
H -3.73 -2.23 -1.81
H -1.83 -1.03 -2.39
C 2.03 3.40 -3.90
C 2.06 4.53 -2.89
O 3.41 4.95 -2.59
C 3.96 5.76 -3.51
O 3.42 6.17 -4.50
O 5.20 6.04 -3.12
C 5.92 6.90 -4.01
H 2.66 2.58 -3.56
H 1.01 3.04 -4.01
H 2.39 3.74 -4.87
H 1.67 4.20 -1.93
H 1.48 5.38 -3.23
H 5.35 7.81 -4.19
H 6.11 6.40 -4.96
H 6.85 7.12 -3.50
C -10.03 0.45 0.17
C -9.55 0.07 1.55
O -9.35 -1.37 1.66
C -8.23 -1.83 1.16
O -7.32 -1.19 0.67
O -8.21 -3.17 1.30
C -7.07 -3.78 0.70
H -10.93 -0.11 -0.09
H -10.26 1.51 0.15
H -9.26 0.25 -0.58
H -10.31 0.28 2.30
H -8.63 0.57 1.82
H -6.20 -3.21 1.00
H -7.15 -3.75 -0.39
H -7.04 -4.81 1.05
C 7.86 -3.24 2.86
C 7.18 -2.55 4.02
O 6.96 -1.15 3.74
C 5.91 -0.87 2.97
O 5.11 -1.66 2.53
O 5.88 0.45 2.77
C 4.79 0.88 1.94
H 8.79 -2.74 2.61
H 8.09 -4.27 3.14
H 7.21 -3.26 1.98
H 7.80 -2.54 4.91
H 6.22 -3.01 4.26
H 3.85 0.50 2.35
H 4.92 0.49 0.93
H 4.81 1.96 1.94

***

60
Properties=species:S:1:pos:R:3 method="wB97M-V/def2-TZVPD" multiplicity=2 charge=+1 homo_energy_ev="-11.95 / -11.95" orbital_gap_ha="0.3618 / 0.2273" de_lowest_kcal_mol=1.4
In -1.15 0.36 1.78
C -1.41 -2.07 -1.87
C -1.74 -0.94 -1.14
N -1.06 -0.92 0.00
N -0.29 -2.04 0.04
C -0.50 -2.75 -1.08
B 0.49 -2.36 1.36
N -0.58 -2.51 2.51
C -0.95 -3.61 3.18
C -2.01 -3.31 4.00
C -2.26 -1.96 3.78
N -1.39 -1.48 2.88
N 1.45 -1.16 1.68
C 2.79 -1.13 1.72
C 3.21 0.16 2.02
C 2.03 0.88 2.15
N 0.98 0.08 1.95
N 1.32 -3.62 1.33
C 2.06 -4.09 2.38
C 2.64 -5.26 1.99
C 2.20 -5.45 0.66
N 1.41 -4.47 0.27
H -1.80 -2.38 -2.82
H -2.43 -0.14 -1.36
H 0.02 -3.68 -1.23
H -0.43 -4.55 3.03
H -2.53 -3.97 4.67
H -2.99 -1.30 4.21
H 3.38 -2.01 1.53
H 4.21 0.51 2.13
H 1.86 1.92 2.39
H 2.11 -3.55 3.31
H 3.29 -5.90 2.57
H 2.42 -6.25 -0.02
C 1.00 2.50 -4.26
C 1.71 1.84 -3.07
S 0.79 1.87 -1.52
C 0.87 3.62 -1.02
C -0.46 4.28 -1.35
S -1.72 2.97 -1.44
C -2.53 3.30 -3.01
C -1.69 3.32 -4.28
S -0.67 1.85 -4.53
H 1.57 2.31 -5.17
H 0.94 3.58 -4.12
H 2.67 2.32 -2.87
H 1.89 0.78 -3.26
H 1.72 4.11 -1.49
H 1.03 3.59 0.06
H -0.45 4.79 -2.31
H -0.76 4.98 -0.57
H -3.04 4.26 -2.88
H -3.30 2.53 -3.07
H -1.06 4.20 -4.33
H -2.38 3.37 -5.13
O -2.92 1.52 1.20
S -2.15 2.62 1.94
O -1.77 1.93 3.23
O -0.83 2.65 1.17
O -2.81 3.88 2.03